13
Properties=species:S:1:pos:R:3:forces:R:3:lowdin_charge:R:1 method="wB97M-V/def2-TZVPD" homo_ev=-7.29 molar_mass_g_mol=118.16 orbital_gap_ev=7.71 relative_energy_ev=4.855 spin_multiplicity=1 e_tot_ev=-18962.190 charge=0
C -0.64157 0.40065 2.10501 -2.54 0.62 0.23 -0.019
C 0.53517 0.31123 -1.34139 2.65 -4.21 0.61 -0.183
N -1.33108 0.29241 -0.16203 -2.00 1.26 0.18 -0.090
N -1.50838 0.59647 1.13469 0.84 -2.07 -0.42 -0.088
N -0.15236 -0.31851 -0.37042 1.99 3.22 -3.16 -0.704
N 1.68563 -0.29771 -1.82494 -0.50 -3.24 0.62 0.042
S 0.25011 -1.73896 0.34801 0.75 -2.14 0.54 0.523
H -0.95890 0.31986 3.11622 -0.75 0.37 0.50 0.065
H 0.35001 0.14935 1.97708 1.74 -0.13 -1.01 -0.008
H 0.25824 1.14987 -1.88581 -1.13 1.62 -0.07 0.107
H -2.52378 0.51637 1.17427 0.21 0.83 1.36 0.161
H 2.29638 0.03756 -2.57085 -0.97 0.32 0.44 0.089
H 1.74052 -1.41859 -1.69986 -0.29 3.54 0.17 0.105

9
Properties=species:S:1:pos:R:3:forces:R:3:lowdin_charge:R:1 method="wB97M-V/def2-TZVPD" homo_ev=-8.79 molar_mass_g_mol=210.96 orbital_gap_ev=8.52 relative_energy_ev=0.957 spin_multiplicity=1 e_tot_ev=-16827.321 smiles="O=C=CI.N=C=O" charge=0
C 0.13450 -0.93094 1.21504 -0.33 1.21 0.04 -0.456
C 0.58067 0.52800 -1.05654 1.09 0.54 -1.21 -0.429
C -0.46003 1.12286 -0.61922 -2.81 0.23 0.51 -0.661
N -0.47179 -1.77800 0.61980 0.09 -2.30 -1.06 0.191
O 0.46622 0.07099 1.68266 0.90 -0.08 1.39 0.131
O 1.50551 0.04426 -1.54498 0.82 -0.72 -0.07 0.184
I -0.39628 3.06691 0.19583 -0.09 -0.88 -0.37 0.838
H -1.34011 0.41495 -0.59012 0.75 1.41 0.19 0.091
H -0.01869 -2.53904 0.09754 -0.42 0.58 0.58 0.110

39
Properties=species:S:1:pos:R:3:forces:R:3:lowdin_charge:R:1 method="wB97M-V/def2-TZVPD" homo_ev=-0.40 molar_mass_g_mol=447.88 orbital_gap_ev=4.94 relative_energy_ev=0.000 spin_multiplicity=1 e_tot_ev=-49539.641 charge=-2
Pd -1.28499 2.05598 2.33257 0.00 0.00 0.05 0.317
C 1.35936 -1.66984 0.61504 0.00 0.01 0.01 -0.036
C 0.99819 -0.66067 1.67948 0.04 -0.02 -0.04 -0.316
N 1.01615 0.59652 1.47518 -0.05 0.01 0.00 0.025
N 1.46907 0.98872 0.22126 -0.04 0.04 0.01 -0.130
C 0.61372 1.61734 -0.49884 0.10 -0.03 -0.01 -1.134
S -1.04472 1.94368 -0.22078 -0.05 0.00 0.02 0.466
S 1.45511 2.25136 -1.98736 0.00 -0.01 0.03 0.806
C 0.10528 2.35277 -3.18574 0.02 0.05 -0.06 -0.509
C -0.13181 1.08027 -3.94781 -0.01 -0.02 -0.02 -0.288
C 0.10521 1.00666 -5.31694 0.01 0.00 0.01 -0.068
C -0.10084 -0.17441 -6.02049 -0.01 -0.01 0.01 -0.121
C -0.55327 -1.30425 -5.35618 0.01 0.01 -0.01 -0.126
C -0.79837 -1.23913 -3.98820 0.00 0.00 -0.01 -0.088
C -0.59041 -0.06176 -3.28856 -0.03 -0.02 0.00 -0.038
C 0.53637 -1.18208 2.99014 -0.02 -0.01 0.01 -0.142
C 1.38586 -1.96608 3.75334 0.02 -0.02 0.02 -0.100
C 0.99813 -2.53514 4.96393 0.00 0.01 -0.01 -0.171
C -0.31237 -2.31144 5.39119 0.00 0.00 0.00 -0.164
C -1.18969 -1.55392 4.64452 0.00 0.00 0.02 -0.053
C -0.82256 -0.94016 3.40195 -0.05 0.00 -0.03 -0.434
O -1.65499 -0.27779 2.70830 0.07 0.02 0.01 -0.198
H 2.12744 -1.27496 -0.04990 0.00 0.00 0.00 0.060
H 1.67758 -2.60870 1.06889 0.00 0.00 0.00 0.059
H 0.47077 -1.87481 0.00957 0.00 0.01 0.00 0.081
H -0.78113 2.64269 -2.61376 0.00 -0.01 0.01 0.011
H 0.36293 3.15853 -3.87638 -0.02 0.01 0.02 0.058
H 0.46320 1.88826 -5.83889 0.00 0.00 0.00 0.098
H 0.09625 -0.20906 -7.08625 0.00 -0.01 0.00 0.085
H -0.71329 -2.23034 -5.89613 0.00 0.00 -0.01 0.085
H -1.15390 -2.11606 -3.46043 0.00 0.00 0.01 0.098
H -0.78927 -0.00553 -2.22338 0.01 0.00 0.00 0.075
H 2.39799 -2.13310 3.38918 0.00 0.00 0.00 0.097
H 1.69006 -3.12788 5.55097 0.00 0.00 0.00 0.062
H -0.65021 -2.74158 6.33156 0.00 0.00 0.00 0.075
H -2.20526 -1.38306 4.98558 0.00 0.00 0.00 0.090
N -1.61637 4.84445 3.46191 -0.02 0.06 0.04 -0.077
C -1.52806 3.65414 3.16939 0.02 -0.07 -0.07 -0.460
H -1.40714 5.50034 2.71206 0.01 -0.02 -0.02 0.008

18
Properties=species:S:1:pos:R:3:forces:R:3:lowdin_charge:R:1 method="wB97M-V/def2-TZVPD" homo_ev="-7.74 / -7.74" molar_mass_g_mol=101.15 orbital_gap_ev="7.83 / 7.83" relative_energy_ev=4.687 spin_multiplicity=1 e_tot_ev=-8897.011 charge=0
C 1.56370 0.92398 0.60906 -0.03 -0.05 0.08 -0.081
C 0.82647 0.15831 -0.44190 -0.04 0.16 -0.10 -0.163
C -0.05025 -1.50182 1.07888 0.07 -0.14 0.05 -0.086
N -0.41377 0.52063 -0.83156 0.23 -0.19 0.08 -0.189
C -1.36944 0.73794 0.18019 -0.15 0.22 -0.03 -0.079
C -0.88318 0.02741 -2.07187 0.18 -0.16 -0.29 -0.247
O -0.17636 -0.43547 -2.92565 -0.32 0.22 0.37 0.081
H 0.94553 1.14161 1.48278 0.08 -0.03 -0.13 0.073
H 2.43061 0.34790 0.94392 -0.11 0.08 -0.06 0.080
H 1.93327 1.87626 0.20161 -0.05 -0.12 0.02 0.088
H 1.40566 -0.32648 -1.22400 -0.08 0.05 0.12 0.130
H -0.11541 -2.26179 0.29425 0.03 0.10 0.10 0.026
H 0.96311 -1.48479 1.48750 -0.14 -0.01 -0.09 0.013
H -0.71014 -1.81762 1.90065 0.06 0.12 -0.15 0.024
H -1.12362 1.55136 0.86050 -0.02 -0.12 -0.09 0.072
H -2.38474 0.82350 -0.20805 0.15 -0.02 0.03 0.069
H -0.86667 -0.42305 0.83740 0.03 -0.09 0.06 0.053
H -1.97476 0.14212 -2.17373 0.13 -0.01 0.02 0.138